147
Properties=species:S:1:pos:R:3 method="wB97M-V/def2-TZVPD" e_homo_ev="-10.78 / -10.78" lumo_energy_ev="-2.16 / -8.31" s_squared=0.755 spin_multiplicity=2 gap_ev="8.62 / 2.47" charge=+1
C 3.188 3.428 0.654
C 3.511 4.765 1.302
C 3.744 4.513 2.841
O 2.559 4.156 3.559
C 2.658 4.173 5.037
N 4.677 5.282 0.600
H 3.225 3.520 -0.431
H 2.193 3.016 0.824
H 3.886 2.660 0.986
H 2.641 5.415 1.205
H 4.239 5.431 3.157
H 4.347 3.612 2.956
H 3.039 5.096 5.476
H 3.369 3.356 5.160
H 1.720 3.896 5.518
H 5.359 4.540 0.536
H 4.571 5.494 -0.382
C 1.078 -3.993 1.080
C -0.287 -4.280 0.494
C -0.751 -5.737 0.608
O -1.943 -5.913 -0.159
C -2.445 -7.263 -0.118
N -1.234 -3.387 1.152
H 1.804 -4.720 0.717
H 1.125 -4.060 2.167
H 1.517 -3.012 0.897
H -0.272 -4.067 -0.575
H -0.996 -5.852 1.664
H 0.007 -6.452 0.289
H -2.524 -7.761 0.848
H -1.745 -7.889 -0.672
H -3.439 -7.252 -0.565
H -1.045 -2.460 0.800
H -2.168 -3.552 0.804
C -1.547 -0.688 5.721
C -1.829 -1.314 4.404
C -2.022 -0.248 3.270
O -3.059 0.731 3.560
C -3.916 1.080 2.480
N -0.722 -2.195 4.075
H -2.361 -0.096 6.139
H -0.738 0.001 5.479
H -1.238 -1.349 6.531
H -2.777 -1.851 4.453
H -2.055 -0.728 2.292
H -1.124 0.369 3.266
H -3.369 1.382 1.588
H -4.590 1.871 2.809
H -4.634 0.329 2.150
H -0.950 -2.661 3.208
H -0.718 -2.978 4.712
C -0.642 2.613 -3.653
C 0.748 3.293 -3.480
C 1.754 2.922 -4.572
O 2.025 1.512 -4.575
C 3.047 0.970 -5.401
N 0.534 4.667 -3.270
H -0.435 1.544 -3.604
H -1.088 3.000 -4.569
H -1.171 2.895 -2.743
H 1.220 2.908 -2.576
H 2.727 3.396 -4.445
H 1.324 3.091 -5.560
H 2.961 -0.109 -5.529
H 4.022 1.032 -4.917
H 3.165 1.485 -6.355
H 1.448 5.089 -3.187
H 0.210 5.003 -4.166
C -5.636 -2.559 -0.259
C -4.398 -3.204 -0.843
C -3.248 -2.210 -1.118
O -3.575 -1.388 -2.213
C -2.590 -0.432 -2.626
N -3.984 -4.249 0.116
H -5.540 -2.285 0.791
H -6.492 -3.230 -0.341
H -5.824 -1.658 -0.844
H -4.683 -3.755 -1.739
H -2.363 -2.801 -1.352
H -3.016 -1.655 -0.209
H -1.590 -0.805 -2.849
H -2.438 0.329 -1.860
H -2.965 0.020 -3.544
H -4.705 -4.931 0.302
H -3.211 -4.744 -0.305
C 0.336 -5.111 -2.813
C -0.760 -4.129 -3.174
C -0.595 -3.531 -4.617
O 0.674 -2.848 -4.798
C 0.903 -1.674 -4.026
N -2.048 -4.813 -3.045
H 1.263 -4.587 -2.583
H 0.474 -5.819 -3.630
H 0.153 -5.854 -2.036
H -0.675 -3.317 -2.452
H -1.395 -2.812 -4.797
H -0.727 -4.341 -5.335
H 0.201 -0.897 -4.330
H 1.945 -1.375 -4.143
H 0.719 -1.895 -2.975
H -2.765 -4.211 -3.422
H -2.306 -4.983 -2.083
C -2.107 4.090 2.848
C -0.740 3.830 3.414
O 0.198 3.975 2.430
H -2.206 5.170 2.743
H -2.818 3.886 3.648
H -2.247 3.641 1.864
H -0.715 2.830 3.848
H -0.462 4.593 4.141
H 1.056 4.014 2.859
C 4.575 -1.037 -2.222
C 4.237 -1.500 -0.789
O 5.403 -1.580 -0.016
H 3.633 -0.945 -2.764
H 5.220 -1.812 -2.635
H 5.083 -0.079 -2.334
H 3.873 -2.523 -0.698
H 3.443 -0.858 -0.408
H 5.910 -2.369 -0.223
C -0.457 1.582 0.163
C 0.215 0.347 -0.491
O -0.093 -0.878 0.039
H -0.110 2.488 -0.334
H -0.277 1.613 1.238
H -1.528 1.414 0.054
H 1.301 0.366 -0.403
H -0.003 0.387 -1.558
H 0.366 -0.880 0.882
C 3.378 -0.067 2.841
C 1.898 0.052 3.180
O 1.259 -0.966 2.452
H 3.745 -1.037 3.176
H 3.988 0.738 3.251
H 3.474 -0.058 1.756
H 1.596 1.097 3.110
H 1.869 -0.164 4.248
H 0.615 -1.376 3.034
C -1.293 6.556 0.023
C -1.348 5.177 -0.600
O -1.838 5.449 -1.898
H -0.523 7.102 -0.522
H -0.876 6.408 1.020
H -2.214 7.132 0.108
H -1.960 4.386 -0.167
H -0.393 4.657 -0.684
H -1.077 5.233 -2.442

***

148
Properties=species:S:1:pos:R:3 method="wB97M-V/def2-TZVPD" e_homo_ev=-8.87 lumo_energy_ev=0.29 spin_multiplicity=1 gap_ev=9.16 smiles=COC[C@H](C)N.COC[C@H](C)N.COC[C@H](C)N.COC[C@H](C)N.COC[C@H](C)N.COC[C@H](C)N.COC[C@H](C)N.COC[C@H](C)N.CO.CO
C -3.008 4.317 -2.697
O -4.149 5.157 -2.831
C -4.106 6.135 -3.894
C -5.361 7.085 -3.979
C -6.619 6.431 -4.372
N -5.046 8.024 -5.032
H -2.872 3.782 -1.758
H -2.086 4.892 -2.784
H -2.943 3.606 -3.521
H -3.172 6.671 -3.723
H -3.947 5.731 -4.894
H -5.509 7.470 -2.971
H -6.357 5.426 -4.704
H -7.151 6.827 -5.237
H -7.418 6.294 -3.643
H -5.836 8.653 -5.052
H -5.000 7.517 -5.904
C 2.749 -3.240 1.567
O 3.572 -2.882 0.459
C 4.969 -3.399 0.488
C 6.049 -2.476 -0.261
C 7.499 -2.754 0.179
N 5.751 -1.144 0.040
H 2.706 -4.262 1.943
H 1.769 -3.009 1.149
H 2.939 -2.614 2.438
H 5.232 -3.503 1.540
H 5.043 -4.395 0.051
H 5.896 -2.696 -1.317
H 8.194 -2.434 -0.598
H 7.740 -3.804 0.339
H 7.774 -2.228 1.093
H 4.860 -1.147 0.514
H 6.409 -0.701 0.665
C -0.594 -1.442 -9.312
O -0.436 -0.104 -8.761
C -0.522 -0.154 -7.306
C -0.669 1.315 -6.797
C -1.115 1.376 -5.421
N -1.583 2.124 -7.567
H -1.500 -2.006 -9.092
H 0.150 -2.135 -8.918
H -0.402 -1.453 -10.385
H -1.401 -0.790 -7.201
H 0.411 -0.577 -6.936
H 0.283 1.821 -6.960
H -0.346 1.141 -4.686
H -1.978 0.720 -5.311
H -1.556 2.325 -5.118
H -1.324 1.999 -8.536
H -2.542 1.817 -7.495
C -3.560 -5.921 3.084
O -3.015 -5.711 1.852
C -2.948 -4.277 1.528
C -2.517 -3.927 0.107
C -2.620 -2.416 -0.206
N -3.248 -4.746 -0.879
H -4.541 -5.445 3.105
H -2.999 -5.450 3.891
H -3.935 -6.933 3.232
H -3.820 -3.688 1.816
H -2.157 -4.006 2.227
H -1.469 -4.203 -0.005
H -2.626 -2.137 -1.260
H -1.769 -2.069 0.380
H -3.556 -1.955 0.110
H -3.393 -5.689 -0.546
H -4.199 -4.410 -0.918
C -1.752 1.002 3.510
O -1.286 0.536 2.231
C -0.203 1.323 1.659
C 0.081 0.893 0.174
C -0.931 1.398 -0.839
N 0.448 -0.446 0.049
H -2.727 0.515 3.539
H -1.834 2.085 3.601
H -1.155 0.618 4.338
H -0.553 2.354 1.704
H 0.654 1.271 2.330
H 1.061 1.292 -0.088
H -1.889 0.922 -0.631
H -0.628 0.982 -1.800
H -0.976 2.485 -0.913
H 1.417 -0.538 0.318
H -0.202 -0.867 0.697
C 1.681 -1.461 -2.837
O 2.908 -1.761 -3.363
C 3.574 -0.844 -4.201
C 4.980 -1.426 -4.689
C 5.753 -0.486 -5.572
N 4.755 -2.741 -5.236
H 1.298 -2.257 -2.199
H 0.926 -1.206 -3.580
H 1.828 -0.600 -2.184
H 2.983 -0.784 -5.115
H 3.643 0.153 -3.764
H 5.589 -1.542 -3.793
H 5.048 -0.064 -6.288
H 6.646 -0.987 -5.945
H 6.028 0.428 -5.045
H 5.484 -3.379 -4.952
H 4.027 -3.093 -4.631
C 4.316 2.452 1.422
O 4.561 1.395 2.338
C 3.606 1.198 3.364
C 3.689 -0.062 4.238
C 2.745 -0.180 5.344
N 4.957 -0.431 4.756
H 3.317 2.332 1.002
H 5.024 2.446 0.593
H 4.404 3.442 1.868
H 3.806 2.103 3.936
H 2.597 1.228 2.954
H 3.452 -0.812 3.483
H 1.767 -0.334 4.888
H 2.744 0.701 5.985
H 2.926 -1.092 5.914
H 5.458 0.430 4.589
H 5.542 -1.093 4.265
C -4.132 -2.356 5.175
O -3.014 -3.126 4.982
C -1.957 -2.857 5.972
C -0.707 -3.303 5.379
C 0.406 -3.420 6.342
N -0.335 -2.362 4.250
H -4.571 -2.493 6.163
H -4.844 -2.541 4.371
H -3.907 -1.306 4.989
H -1.860 -1.861 6.405
H -2.061 -3.558 6.799
H -0.781 -4.278 4.898
H 1.243 -3.879 5.815
H 0.083 -3.967 7.227
H 0.752 -2.440 6.670
H 0.143 -1.574 4.662
H -1.270 -2.062 4.016
C -1.449 5.234 4.338
O -2.186 5.623 5.473
H -2.119 5.376 3.490
H -0.484 5.705 4.151
H -1.264 4.166 4.459
H -2.753 6.333 5.162
C -4.029 3.115 6.195
O -4.860 1.954 6.358
H -3.334 3.277 7.019
H -3.437 2.993 5.288
H -4.670 3.980 6.024
H -5.256 1.805 5.497

***

Record order is preserved below.
E_tot: -2508.62324; -2543.05425 hartree